Model one:
Entry from the OMol25 dataset: a cluster of 2 separate species, C4H8NO3 in total (wB97M-V/def2-TZVPD).

Summary:
* E_LUMO: 3.8 eV
* frontier orbital gap: 8.36 eV

ORCA input file:
```
! RIJCOSX wB97M-V def2-TZVPD def2/J DEFGRID3
* xyz -1 1
C 1.29 0.47 1.74
C -0.18 0.83 2.08
O -1.02 0.63 1.15
O -0.39 1.31 3.20
H 1.87 0.77 2.68
H 1.66 0.95 0.85
H 1.43 -0.59 1.76
C -1.29 -1.17 -1.14
C -0.25 -0.58 -2.04
O 0.25 -1.20 -2.98
N 0.23 0.63 -1.68
H 1.02 0.91 -2.25
H -0.02 1.05 -0.80
H -2.16 -1.58 -1.59
H -1.65 -0.46 -0.38
H -0.79 -1.97 -0.60
*
```

---

Model two:
Entry from the OMol25 dataset: the ion C4H8NO3 with charge -1 (wB97M-V/def2-TZVPD).

Summary:
* E_LUMO: 3.5 eV
* frontier orbital gap: 6.92 eV
* SMILES: N[C@@H](CCO)C(=O)[O-]

ORCA input file:
```
! RIJCOSX wB97M-V def2-TZVPD def2/J DEFGRID3
* xyz -1 1
N 1.56 -1.29 0.14
C 0.74 -0.16 -0.36
C -0.41 0.10 0.67
C -1.82 -0.34 0.21
O -2.22 0.21 -1.06
C 1.62 1.15 -0.45
O 1.09 2.25 -0.67
O 2.88 1.08 -0.25
H 2.16 -1.64 -0.60
H 2.15 -0.94 0.89
H 0.40 -0.43 -1.37
H -0.16 -0.45 1.61
H -0.44 1.18 0.94
H -1.94 -1.45 0.25
H -2.55 0.06 0.96
H -3.06 0.66 -0.91
*
```

---

Model three:
Entry from the OMol25 dataset: a cluster of 2 separate species, C4H8NO3 in total (wB97M-V/def2-TZVPD).

Summary:
* E_LUMO: 3.7 eV
* frontier orbital gap: 7.71 eV

ORCA input file:
```
! RIJCOSX wB97M-V def2-TZVPD def2/J DEFGRID3
* xyz -1 1
C -1.87 0.51 1.63
C -1.48 1.77 0.94
O -2.22 2.75 0.91
N -0.27 1.88 0.28
H -0.20 2.71 -0.27
H 0.28 1.05 0.10
H -2.08 0.78 2.67
H -1.07 -0.21 1.74
H -2.75 0.10 1.10
C 1.18 -2.16 -2.25
C 1.45 -1.67 -0.83
O 1.70 -0.47 -0.52
O 1.47 -2.57 0.07
H 0.33 -1.47 -2.57
H 0.80 -3.15 -2.29
H 1.96 -2.00 -3.00
*
```

---

Consider the structures shown above. The most stable of them is model one.